Density functional theory data (wB97M-V/def2-TZVPD) for a structure of composition C37H30BeBr2OP2S.

LUMO energy in Eh: -0.22749
Energy above the lowest of the compared OMol25 structures with the same formula, charge and spin in kJ/mol: 16.6
Molecular weight in g/mol: 753.48
HOMO in eV: -14.52
E_tot in eV: -210789.387
Charge: +2
HOMO-LUMO gap in Eh: 0.306

Element x y z (Å)
1 Be 0.43 -0.24 -0.78
2 O -1.19 0.77 -3.39
3 S -1.07 0.84 -1.94
4 C -2.61 0.40 -1.15
5 C -3.80 1.01 -1.51
6 C -4.97 0.64 -0.88
7 C -4.95 -0.34 0.11
8 C -3.77 -0.98 0.45
9 C -2.59 -0.62 -0.19
10 P -1.03 -1.54 0.00
11 C -1.18 -2.63 1.42
12 C -1.22 -4.02 1.29
13 C -1.38 -4.80 2.43
14 C -1.48 -4.20 3.68
15 C -1.42 -2.82 3.80
16 C -1.26 -2.03 2.68
17 C -0.99 -2.50 -1.53
18 C -1.99 -3.38 -1.94
19 C -1.86 -4.07 -3.14
20 C -0.76 -3.87 -3.95
21 C 0.24 -2.97 -3.58
22 C 0.11 -2.31 -2.38
23 C -0.85 2.52 -1.39
24 C -1.59 3.54 -1.97
25 C -1.43 4.83 -1.49
26 C -0.52 5.09 -0.46
27 C 0.25 4.07 0.07
28 C 0.10 2.77 -0.40
29 P 1.28 1.48 0.12
30 C 2.82 2.09 -0.60
31 C 3.75 2.87 0.09
32 C 4.86 3.35 -0.59
33 C 5.04 3.09 -1.94
34 C 4.10 2.34 -2.63
35 C 3.00 1.83 -1.96
36 C 1.27 1.49 1.92
37 C 2.42 1.27 2.67
38 C 2.34 1.25 4.06
39 C 1.11 1.42 4.68
40 C -0.04 1.60 3.93
41 C 0.03 1.63 2.55
42 H -3.81 1.77 -2.29
43 H -5.90 1.12 -1.15
44 H -5.87 -0.62 0.60
45 H -3.76 -1.76 1.20
46 H -1.12 -4.48 0.32
47 H -1.42 -5.87 2.33
48 H -1.61 -4.82 4.56
49 H -1.48 -2.36 4.78
50 H -1.20 -0.95 2.77
51 H -2.87 -3.51 -1.33
52 H -2.64 -4.76 -3.44
53 H -0.66 -4.42 -4.88
54 H 1.10 -2.81 -4.22
55 H 0.94 -1.65 -2.08
56 H -2.26 3.34 -2.79
57 H -2.00 5.64 -1.92
58 H -0.41 6.10 -0.09
59 H 0.98 4.28 0.84
60 H 3.61 3.11 1.13
61 H 5.59 3.95 -0.05
62 H 5.91 3.47 -2.45
63 H 4.22 2.15 -3.69
64 H 2.26 1.24 -2.51
65 H 3.38 1.11 2.19
66 H 3.24 1.11 4.64
67 H 1.06 1.42 5.76
68 H -1.00 1.72 4.42
69 H -0.86 1.79 1.96
70 Br 3.56 -1.20 -0.98
71 C 3.62 -2.94 -0.15
72 Br 1.92 -3.46 0.57
73 H 4.32 -2.88 0.67
74 H 3.93 -3.67 -0.89

List of Mulliken charges in e, atom by atom: atom 1 (Be): -0.74, atom 2 (O): -0.84, atom 3 (S): 1.74, atom 4 (C): -0.11, atom 5 (C): -0.63, atom 6 (C): -0.85, atom 7 (C): -0.81, atom 8 (C): -0.76, atom 9 (C): 0.59, atom 10 (P): 2.29, atom 11 (C): 0.85, atom 12 (C): -0.56, atom 13 (C): -0.72, atom 14 (C): -0.66, atom 15 (C): -0.71, atom 16 (C): -0.40, atom 17 (C): -0.12, atom 18 (C): -0.40, atom 19 (C): -0.87, atom 20 (C): -0.63, atom 21 (C): -1.02, atom 22 (C): -0.04, atom 23 (C): 0.33, atom 24 (C): -0.71, atom 25 (C): -0.86, atom 26 (C): -0.85, atom 27 (C): -0.50, atom 28 (C): -0.37, atom 29 (P): 1.94, atom 30 (C): 0.89, atom 31 (C): -0.52, atom 32 (C): -0.79, atom 33 (C): -0.67, atom 34 (C): -0.78, atom 35 (C): -0.68, atom 36 (C): 0.58, atom 37 (C): -0.68, atom 38 (C): -0.82, atom 39 (C): -0.64, atom 40 (C): -0.53, atom 41 (C): -0.83, atom 42 (H): 0.46, atom 43 (H): 0.46, atom 44 (H): 0.47, atom 45 (H): 0.54, atom 46 (H): 0.57, atom 47 (H): 0.45, atom 48 (H): 0.42, atom 49 (H): 0.46, atom 50 (H): 0.34, atom 51 (H): 0.55, atom 52 (H): 0.47, atom 53 (H): 0.44, atom 54 (H): 0.52, atom 55 (H): 0.63, atom 56 (H): 0.63, atom 57 (H): 0.44, atom 58 (H): 0.49, atom 59 (H): 0.48, atom 60 (H): 0.55, atom 61 (H): 0.46, atom 62 (H): 0.42, atom 63 (H): 0.47, atom 64 (H): 0.40, atom 65 (H): 0.59, atom 66 (H): 0.47, atom 67 (H): 0.45, atom 68 (H): 0.51, atom 69 (H): 0.43, atom 70 (Br): 0.03, atom 71 (C): -0.65, atom 72 (Br): 0.05, atom 73 (H): 0.46, atom 74 (H): 0.45